15
Properties=species:S:1:pos:R:3:forces:R:3 method="wB97M-V/def2-TZVPD" smiles=O[C@H]1C[C@]2(CO2)C1 e_lumo_ev=0.93 homo_lumo_gap_ev=11.16 fmax_ev_per_a=1.2 e_homo_ev=-10.23 total_energy_ha=-345.717300
O 1.243 0.874 -1.852 -0.259 0.197 0.503
C 1.225 0.657 -0.428 0.333 0.455 -0.636
C -0.046 1.131 0.306 -0.146 0.278 -0.072
C -0.528 -0.318 0.302 0.063 0.148 0.069
C -1.639 -0.969 0.980 -0.039 -0.099 0.297
O -1.681 -0.706 -0.422 -0.079 0.002 -0.220
C 0.860 -0.792 -0.099 0.438 -0.520 -0.962
H 0.362 0.720 -2.226 0.193 -0.022 0.247
H 2.190 1.046 -0.098 -0.182 -0.078 0.144
H -0.659 1.856 -0.227 -0.073 0.002 -0.010
H 0.162 1.506 1.310 0.009 -0.049 -0.034
H -1.563 -2.020 1.252 -0.002 0.099 -0.048
H -2.328 -0.378 1.583 0.107 -0.051 -0.086
H 0.951 -1.335 -1.057 -0.340 -0.317 0.671
H 1.451 -1.271 0.675 -0.024 -0.047 0.138


15
Properties=species:S:1:pos:R:3:forces:R:3 method="wB97M-V/def2-TZVPD" e_lumo_ev="0.69 / 0.70" homo_lumo_gap_ev="8.28 / 8.22" fmax_ev_per_a=0.9 e_homo_ev="-7.58 / -7.52" total_energy_ha=-345.660837
C -0.356 -1.370 0.926 -0.191 -0.165 -0.120
C 1.274 -0.340 -0.600 0.311 -0.185 0.503
O 0.406 -0.105 -1.564 0.264 -0.197 -0.785
C -0.648 0.631 -1.308 -0.449 0.445 0.097
C -0.514 1.559 -0.151 -0.083 0.239 -0.294
O 0.041 0.995 1.024 0.045 -0.112 0.029
C 0.696 -0.249 0.780 -0.038 -0.350 0.010
H -1.000 -1.175 1.787 0.165 -0.066 -0.042
H 0.101 -2.356 1.014 0.139 0.097 0.158
H 2.018 -1.078 -0.878 -0.056 0.177 0.118
H -1.000 -1.406 0.037 0.053 0.088 0.225
H -1.212 0.886 -2.197 -0.051 -0.026 0.209
H 0.183 2.358 -0.479 -0.066 -0.011 0.043
H -1.485 2.009 0.084 0.222 -0.008 -0.007
H 1.495 -0.359 1.524 -0.265 0.072 -0.144


15
Properties=species:S:1:pos:R:3:forces:R:3 method="wB97M-V/def2-TZVPD" e_lumo_ev=0.16 homo_lumo_gap_ev=8.90 fmax_ev_per_a=3.8 e_homo_ev=-8.75 total_energy_ha=-345.656399
C -1.292 1.406 -0.023 -0.228 0.331 0.237
C -0.318 0.312 0.076 0.783 1.080 1.207
C -0.214 -0.623 1.240 -0.044 -0.382 -0.151
O 1.150 -0.874 1.424 0.222 -3.489 -1.528
C 0.851 0.360 -0.585 -0.667 0.621 -1.512
C 1.033 -0.833 -1.318 2.280 -0.999 0.245
O 1.159 -2.002 -0.908 -0.436 0.178 0.196
H -1.127 2.062 0.834 -0.291 0.128 0.093
H -1.175 1.987 -0.939 -0.068 -0.131 0.113
H -2.294 0.989 0.032 -0.263 0.191 0.043
H -0.747 -1.561 1.086 -0.490 -0.166 0.100
H -0.674 -0.082 2.093 0.168 -0.320 -0.182
H 1.184 1.221 -1.112 -0.339 0.866 -0.732
H 1.145 -0.569 -2.384 -0.100 -0.753 -0.037
H 1.320 -1.794 0.484 -0.526 2.845 1.908


15
Properties=species:S:1:pos:R:3:forces:R:3 method="wB97M-V/def2-TZVPD" smiles="C[C@@]1(O)CCC1=O" e_lumo_ev=0.89 homo_lumo_gap_ev=10.42 fmax_ev_per_a=0.7 e_homo_ev=-9.53 total_energy_ha=-345.761836
C -0.050 1.097 1.428 0.075 0.073 0.019
C 0.246 0.016 0.407 -0.168 -0.010 0.089
O 1.066 -0.975 1.015 0.185 -0.139 0.003
C -1.007 -0.607 -0.247 -0.190 -0.147 0.074
C -0.391 -0.499 -1.661 -0.021 -0.034 -0.275
C 0.833 0.158 -1.027 0.383 0.237 -0.236
O 1.945 0.405 -1.413 -0.689 0.056 0.261
H -0.469 0.545 2.278 0.022 0.222 -0.019
H 0.856 1.601 1.774 -0.046 -0.006 -0.104
H -0.787 1.842 1.109 0.209 -0.137 -0.123
H 1.980 -0.672 0.904 -0.132 -0.169 0.099
H -1.232 -1.611 0.109 0.069 0.022 -0.062
H -1.888 0.028 -0.116 0.131 -0.128 -0.018
H -0.149 -1.428 -2.180 0.084 -0.057 0.185
H -0.953 0.100 -2.379 0.090 0.214 0.107


15
Properties=species:S:1:pos:R:3:forces:R:3 method="wB97M-V/def2-TZVPD" smiles="CC(=O)[C@H](C)C=O" e_lumo_ev=0.73 homo_lumo_gap_ev=10.12 fmax_ev_per_a=3.3 e_homo_ev=-9.39 total_energy_ha=-345.763719
C -2.048 -0.137 0.410 -0.503 0.346 -0.591
C 1.817 0.248 0.562 -0.083 -0.256 -0.292
C -0.752 0.612 0.292 1.458 -2.389 1.709
C 0.473 -0.342 -1.496 -0.358 0.513 -1.249
C 0.572 -0.400 -0.027 -2.027 2.259 0.592
O -0.463 0.234 -2.038 1.227 -0.777 0.059
O -0.572 1.734 0.654 0.052 0.321 -0.430
H 1.290 -0.794 -2.088 -0.121 -0.018 -0.194
H 0.424 -1.430 0.304 -0.155 0.072 0.187
H -2.861 0.562 0.619 0.079 -0.119 0.024
H -2.255 -0.653 -0.531 -0.016 -0.029 0.175
H -1.984 -0.882 1.208 0.145 0.119 -0.021
H 1.963 1.236 0.141 0.012 0.134 -0.073
H 1.706 0.372 1.636 0.012 -0.105 0.057
H 2.690 -0.359 0.353 0.277 -0.068 0.047


15
Properties=species:S:1:pos:R:3:forces:R:3 method="wB97M-V/def2-TZVPD" smiles="C=CC[C@H](O)C=O" e_lumo_ev=0.81 homo_lumo_gap_ev=10.49 fmax_ev_per_a=0.9 e_homo_ev=-9.68 total_energy_ha=-345.733260
O -0.932 -0.052 -1.781 0.050 0.015 -0.054
C -1.141 -0.141 -0.400 0.037 0.006 0.210
C -0.262 -1.283 0.189 0.009 0.094 0.174
C 1.165 -0.798 0.269 0.212 0.249 -0.078
C 1.590 0.369 0.751 0.508 -0.226 -0.159
C -0.822 1.228 0.200 -0.207 0.323 -0.385
O -0.392 2.134 -0.482 -0.478 -0.464 0.263
H -0.538 0.829 -1.919 -0.067 -0.117 -0.147
H -2.201 -0.363 -0.186 0.163 0.098 -0.068
H -0.655 -1.685 1.133 0.005 0.253 -0.127
H -0.321 -2.087 -0.558 -0.031 0.142 0.322
H 1.923 -1.366 -0.262 -0.266 0.061 -0.421
H 1.137 1.040 1.461 -0.594 -0.065 -0.083
H 2.484 0.789 0.320 0.716 -0.274 0.465
H -1.036 1.387 1.266 -0.058 -0.094 0.089


15
Properties=species:S:1:pos:R:3:forces:R:3 method="wB97M-V/def2-TZVPD" smiles="C[C@@]1(O)CCC1=O" e_lumo_ev=0.79 homo_lumo_gap_ev=10.42 fmax_ev_per_a=0.6 e_homo_ev=-9.63 total_energy_ha=-345.762598
C 0.576 0.003 1.751 0.019 0.010 0.008
C -0.065 -0.278 0.411 0.137 0.217 0.175
O -0.923 -1.410 0.519 0.020 -0.209 -0.157
C -0.789 0.864 -0.351 -0.162 0.148 0.109
C -0.199 0.361 -1.693 0.049 0.056 -0.154
C 0.836 -0.371 -0.843 0.440 -0.186 -0.142
O 1.972 -0.723 -1.009 -0.541 0.120 0.074
H -0.192 -0.002 2.530 0.085 0.023 -0.112
H 1.313 -0.771 1.988 -0.107 0.081 -0.049
H 1.079 0.975 1.756 -0.052 -0.148 -0.030
H -0.660 -2.088 -0.115 -0.018 0.028 0.160
H -1.875 0.868 -0.246 0.127 -0.028 -0.028
H -0.378 1.840 -0.080 -0.087 -0.113 -0.029
H -0.862 -0.353 -2.194 0.078 0.109 0.080
H 0.168 1.087 -2.422 0.011 -0.108 0.094


15
Properties=species:S:1:pos:R:3:forces:R:3 method="wB97M-V/def2-TZVPD" smiles="O=C1C[C@@H]2C[C@H]12.O" e_lumo_ev=0.71 homo_lumo_gap_ev=10.48 fmax_ev_per_a=0.9 e_homo_ev=-9.78 total_energy_ha=-345.712871
O -0.472 -1.503 2.554 -0.467 -0.544 0.502
C 0.432 0.182 0.844 -0.138 -0.006 -0.245
C 0.001 1.049 -0.236 0.275 0.548 -0.267
C -0.950 -0.106 0.102 0.068 0.009 0.292
C -0.720 -0.621 -1.298 0.014 -0.238 -0.020
O -1.310 -1.386 -2.017 0.277 0.457 0.613
C 0.366 0.426 -1.572 0.140 0.065 -0.407
H -0.984 -0.770 2.915 0.049 -0.194 0.153
H 0.468 0.617 1.843 -0.654 -0.281 -0.313
H 1.250 -0.531 0.723 -0.307 0.170 -0.266
H -0.268 2.077 -0.052 0.162 0.116 -0.204
H -0.723 -1.481 1.619 0.148 -0.265 0.413
H -1.948 -0.069 0.547 0.487 0.073 0.133
H 1.380 0.022 -1.637 -0.033 0.209 -0.081
H 0.137 1.055 -2.424 -0.021 -0.116 -0.302


15
Properties=species:S:1:pos:R:3:forces:R:3 method="wB97M-V/def2-TZVPD" e_lumo_ev=0.51 homo_lumo_gap_ev=9.44 fmax_ev_per_a=0.5 e_homo_ev=-8.94 total_energy_ha=-345.606549
C -0.501 -2.067 0.421 0.003 -0.086 0.022
C -0.427 -0.623 -0.051 0.173 -0.080 0.295
O -1.021 -0.546 -1.327 -0.061 0.257 -0.107
C -0.822 2.691 0.562 0.378 -0.169 -0.182
O -0.308 2.427 -0.617 -0.075 0.097 0.181
C 0.983 -0.155 -0.086 0.465 0.233 -0.039
C 2.115 0.259 -0.148 -0.449 -0.221 0.051
H -1.546 -2.384 0.443 0.134 0.047 -0.004
H -0.073 -2.161 1.423 -0.058 0.009 -0.126
H 0.055 -2.714 -0.262 -0.076 0.075 0.060
H -1.128 0.391 -1.549 -0.040 -0.185 -0.031
H -0.059 2.336 1.313 -0.170 0.079 -0.100
H -0.974 0.010 0.665 0.089 -0.089 -0.092
H 0.565 1.973 -0.589 -0.105 0.066 0.061
H 3.140 0.563 -0.199 -0.207 -0.032 0.012


15
Properties=species:S:1:pos:R:3:forces:R:3 method="wB97M-V/def2-TZVPD" smiles="C=C1CC1.O=CO" e_lumo_ev=1.02 homo_lumo_gap_ev=10.88 fmax_ev_per_a=0.7 e_homo_ev=-9.86 total_energy_ha=-345.730402
C -0.692 1.431 -0.647 0.042 -0.029 0.018
C -0.887 0.207 -0.186 -0.172 0.117 -0.065
C -1.207 -1.185 -0.503 -0.036 0.000 -0.197
C -1.381 -0.624 0.912 -0.068 0.135 0.118
O 1.555 -0.952 0.576 0.549 0.366 -0.081
C 2.408 -0.128 0.343 0.008 -0.420 0.167
O 2.218 1.074 -0.181 -0.230 -0.023 -0.014
H -0.494 1.608 -1.703 -0.093 -0.010 0.127
H 1.248 1.174 -0.338 0.177 -0.049 0.039
H -0.702 2.292 0.019 -0.066 -0.109 -0.103
H -2.072 -1.324 -1.143 -0.004 -0.141 0.138
H -0.409 -1.914 -0.620 -0.099 0.259 -0.012
H -2.371 -0.364 1.274 0.016 -0.201 0.005
H -0.689 -1.012 1.655 -0.084 0.189 -0.182
H 3.474 -0.282 0.541 0.059 -0.083 0.042


Copy entry 9 word for word.
15
Properties=species:S:1:pos:R:3:forces:R:3 method="wB97M-V/def2-TZVPD" e_lumo_ev=0.51 homo_lumo_gap_ev=9.44 fmax_ev_per_a=0.5 e_homo_ev=-8.94 total_energy_ha=-345.606549
C -0.501 -2.067 0.421 0.003 -0.086 0.022
C -0.427 -0.623 -0.051 0.173 -0.080 0.295
O -1.021 -0.546 -1.327 -0.061 0.257 -0.107
C -0.822 2.691 0.562 0.378 -0.169 -0.182
O -0.308 2.427 -0.617 -0.075 0.097 0.181
C 0.983 -0.155 -0.086 0.465 0.233 -0.039
C 2.115 0.259 -0.148 -0.449 -0.221 0.051
H -1.546 -2.384 0.443 0.134 0.047 -0.004
H -0.073 -2.161 1.423 -0.058 0.009 -0.126
H 0.055 -2.714 -0.262 -0.076 0.075 0.060
H -1.128 0.391 -1.549 -0.040 -0.185 -0.031
H -0.059 2.336 1.313 -0.170 0.079 -0.100
H -0.974 0.010 0.665 0.089 -0.089 -0.092
H 0.565 1.973 -0.589 -0.105 0.066 0.061
H 3.140 0.563 -0.199 -0.207 -0.032 0.012